1.
Entry from the OMol25 dataset: C45H54As2FN4O12SiSn as an isolated structure (ωB97M-V with the def2-TZVPD basis set).

Structure (ORCA input):
```
! wB97M-V def2-TZVPD RIJCOSX def2/J DEFGRID3
* xyz 1 1
Sn -0.52545 0.32473 0.36934
As 2.54399 1.98179 0.67670
As 3.39482 5.76725 1.26363
Si -0.77230 -1.06945 3.42784
F 2.61312 -5.53702 1.92341
O 0.36184 3.66837 1.54916
O 5.72854 1.94444 2.99026
O 3.89138 0.65967 2.93095
O 0.47855 0.78000 -1.69109
O -2.02326 -1.14629 -0.83298
O 4.18163 3.88647 -2.27162
O 0.97775 -1.30139 0.10881
O 4.28968 3.84380 4.67304
O 5.49663 4.03236 -0.45951
O 0.37438 5.38291 0.09435
O 1.23389 0.44635 -3.77050
O 5.12540 5.66074 3.66393
N 3.23005 -2.93510 -2.88172
N 4.82332 -9.49591 -0.38858
N 4.02023 -6.82122 -0.06344
N -1.33606 -1.15816 1.78090
C -1.56286 -1.07193 -4.45287
C -2.16993 -0.79483 4.65301
C 5.50878 -8.39937 -1.16288
C 2.58530 -1.76593 -3.05905
C 3.08231 -3.61413 -1.68881
C -1.05529 -2.78016 -2.31938
C 5.15211 6.56622 0.88242
C 2.11223 3.75928 -0.02566
C 5.52397 6.14372 4.95278
C -1.68775 -1.56271 -2.12771
C 3.17833 4.54755 -0.24936
C -2.79081 -3.12511 2.13455
C 0.21781 -2.59736 3.91656
C 4.49757 4.47394 3.67000
C 3.46294 -5.55044 -0.28393
C 0.87557 4.38228 0.53347
C 1.11264 0.14295 -2.59581
C -3.55003 -3.00295 -0.52536
C 2.72275 -4.91338 0.72928
C -3.71573 -4.02084 1.62863
C 2.31530 -3.02525 -0.67502
C -1.95661 -0.70396 -3.17517
C 4.00180 -3.47498 -4.00286
C 3.79233 2.83854 1.99144
C 3.84707 1.20867 -0.57773
C 3.38627 -9.15702 -0.07870
C 0.40067 0.38640 3.56094
C -0.88082 4.15759 2.06231
C -0.69609 -3.14540 -3.60715
C 1.80307 -1.13788 -2.13560
C 3.96939 4.12725 2.31049
C 3.63440 -4.89256 -1.48619
C 5.39419 -7.11334 -0.35767
C 2.14148 -3.69775 0.54209
C 3.34942 -7.84590 0.69146
C 6.37459 0.92514 3.75655
C 6.62722 3.79345 -1.30220
C 1.65076 -1.73736 -0.86110
C 4.31568 4.08468 -1.09163
C -0.94228 -2.29205 -4.67272
C -2.21105 -2.12184 1.33822
C 4.43560 1.72307 2.73980
C -2.61710 -2.12980 -0.00793
C -4.11198 -3.96527 0.30082
C 3.16807 -4.39610 -4.87688
H 5.85009 -6.29674 -0.91437
H 4.36670 -2.62074 -4.57251
H 2.68506 -1.29375 -4.02930
H -0.76380 5.17783 2.42624
H -0.87577 -3.43237 -1.47482
H -2.71473 0.11372 4.39179
H -4.14175 -4.76446 2.28886
H -4.84671 -4.65315 -0.08975
H 6.58941 4.43509 -2.18047
H 1.11048 -2.66536 3.29298
H 5.32481 -9.63536 0.49508
H 0.55221 -2.51941 4.95156
H 5.96916 5.88891 1.09261
H 2.30961 -7.58012 0.86641
H 6.32954 5.52689 5.34941
H -0.64953 -2.57337 -5.67427
H 5.85244 0.78285 4.70259
H 6.38780 -0.01414 3.20375
H 3.76852 -4.78633 -5.69690
H 4.15519 -5.39444 -2.28629
H 4.87798 -10.38021 -0.89822
H -2.51876 -3.19252 3.17542
H 0.65984 0.52582 4.61173
H -0.33632 -3.52861 3.81350
H 7.49894 4.01378 -0.69307
H 4.67972 6.12136 5.64073
H 4.98554 -8.32819 -2.11622
H 3.81109 -7.98715 1.68104
H -3.82846 -2.93461 -1.56795
H 3.87289 0.13967 -0.36138
H -1.63911 4.13920 1.28016
H 3.49235 1.37284 -1.59374
H 2.32339 -3.85590 -5.30198
H 1.56212 -3.23024 1.32590
H 5.23928 7.46045 1.49690
H 2.77308 -5.23566 -4.30534
H -1.73684 -0.39461 -5.27624
H 6.64221 2.75235 -1.62388
H -0.21549 -4.10203 -3.77492
H -1.14959 3.48696 2.87433
H 2.87996 -9.07065 -1.04011
H 6.54046 -8.70930 -1.32296
H 4.84508 1.62523 -0.45772
H 5.86697 7.16144 4.79169
H -2.89313 -1.60568 4.69100
H 4.88428 -3.97787 -3.60492
H 5.97659 -7.22669 0.57260
H -0.02276 1.33091 3.21520
H -2.42810 0.24862 -2.98166
H -1.76871 -0.66184 5.65828
H 5.16707 6.85289 -0.16888
H 2.97329 -9.99033 0.48782
H 7.38520 1.28484 3.92759
H 1.34269 0.23094 3.03091
*
```

The largest force on an atom is 0.40 eV/A. The relative energy (zero: lowest compared OMol25 entry of this formula, charge and spin) comes out at 0.000 eV. The LUMO energy comes out at -3.415 eV. The value obtained for the HOMO-LUMO gap is 5.20 eV.



2.
Entry from the OMol25 dataset: C4H4ErLiO5 as an isolated structure at a distorted geometry (ωB97M-V with the def2-TZVPD basis set).

Structure (ORCA input):
```
! wB97M-V def2-TZVPD RIJCOSX def2/J DEFGRID3
* xyz 1 5
Er 4.52696 0.26769 -1.28469
O 2.78088 -0.35189 0.46729
O -0.27581 -0.58213 0.64656
O 2.13127 -0.53926 -1.63005
O 0.31091 -2.51166 -0.21738
O -2.84199 0.08031 -0.00192
C -0.54431 0.76748 0.19092
C 1.91182 -0.72687 -0.38802
C -2.01055 1.04517 0.51009
C 0.65507 -1.36770 0.07303
Li -2.11262 -1.55439 0.08910
H -2.20926 2.06651 0.11043
H 0.15137 1.44167 0.71056
H -0.37840 0.82873 -0.89422
H -2.09532 1.13632 1.61829
*
```

The largest force on an atom is 4.10 eV/A. The relative energy (zero: lowest compared OMol25 entry of this formula, charge and spin) comes out at 0.000 eV. The LUMO energy (alpha / beta) comes out at -6.947 / -6.671 eV. The value obtained for the HOMO-LUMO gap (alpha / beta) is 3.11 / 3.39 eV.



3.
Entry from the OMol25 dataset: C34H23HfIN4O9S as an isolated structure (ωB97M-V with the def2-TZVPD basis set).

Structure (ORCA input):
```
! wB97M-V def2-TZVPD RIJCOSX def2/J DEFGRID3
* xyz 0 1
Hf -0.72808 -0.37871 0.26580
I -2.39144 3.15099 5.42791
S 0.92062 0.09499 -2.48382
O -0.89046 -2.11882 -0.78169
O -1.30498 1.05237 -1.21046
O 1.07599 -0.18088 -0.98285
O -5.22440 0.06798 -3.80386
O -2.85643 -0.57116 0.31586
O -2.64592 1.50740 -3.88462
O 0.18900 -1.20771 5.71127
O 0.77236 0.01704 1.71043
O -5.46822 -1.16908 -1.12552
N -0.22279 -1.46323 3.12944
N -1.48762 1.43074 1.66073
N -1.00846 2.66997 1.49462
N -0.76843 -1.89534 1.92532
C 0.42075 2.59424 -3.43622
C 1.28217 1.82791 -2.67021
C 1.79898 4.50738 -2.95494
C -3.24110 -5.46983 -0.15919
C -2.93993 -5.01483 -1.44894
C 1.16559 0.26007 4.05686
C 2.54897 -0.60218 -4.54225
C -2.73208 -4.79090 0.91826
C -1.94027 -3.64110 0.75611
C -2.14861 -3.90579 -1.63701
C 0.69684 3.94843 -3.58368
C 1.94794 1.39269 3.81140
C -3.10102 0.89587 -2.94020
C 3.71540 -1.09419 -5.10286
C 2.38502 2.37300 -2.02294
C -2.50454 0.66776 -1.63227
C 0.93823 -0.14447 5.38502
C 2.50311 2.11694 4.84487
C 2.43256 -0.56300 -3.16007
C 4.59907 -1.52345 -2.90269
C 1.50636 0.59187 6.42492
C -1.84611 2.63871 3.50461
C 2.63969 3.72448 -2.16614
C -4.43553 0.15066 -2.90856
C -2.01021 1.39630 2.87717
C 2.27522 1.70531 6.15779
C -1.39976 -3.01614 1.93128
C -1.21855 3.43697 2.57833
C -1.64286 -3.18322 -0.54809
C 3.43651 -1.02797 -2.32890
C -4.55073 -0.50286 -1.52548
C 4.74013 -1.55156 -4.28315
C -3.28880 -0.15454 -0.83896
C 0.55801 -0.43326 2.91524
H 3.02218 1.74261 -1.41495
H -0.16787 -1.59298 4.87735
H 1.31977 0.26745 7.44007
H 5.39374 -1.89396 -2.26896
H -2.94481 -5.13047 1.92571
H -1.91051 -3.54825 -2.63087
H -1.52138 -3.53301 2.88264
H 5.64836 -1.94159 -4.72303
H 3.49230 4.17315 -1.67397
H 2.00566 5.56360 -3.07066
H 3.10792 2.99016 4.64163
H 3.82110 -1.12902 -6.17882
H -3.33468 -5.53970 -2.30932
H 0.03637 4.56792 -4.17557
H -0.64272 2.93235 0.59141
H 3.29461 -1.01693 -1.25639
H 2.70335 2.26387 6.98057
H -2.45715 0.49491 3.26386
H 1.73617 -0.24837 -5.16663
H -0.91763 4.46903 2.62473
H 2.10412 1.67965 2.77994
H -3.86402 -6.34152 -0.01662
H -0.47604 2.15532 -3.85978
*
```

The largest force on an atom is 0.66 eV/A. The relative energy (zero: lowest compared OMol25 entry of this formula, charge and spin) comes out at 0.112 eV. The LUMO energy comes out at -0.405 eV. The value obtained for the HOMO-LUMO gap is 7.73 eV.



4.
Entry from the OMol25 dataset: a 2-piece molecular cluster, C3H4N2O overall at a distorted geometry (ωB97M-V with the def2-TZVPD basis set).

Structure (ORCA input):
```
! wB97M-V def2-TZVPD RIJCOSX def2/J DEFGRID3
* xyz 0 1
O 1.22969 -1.97302 0.14321
N -2.12671 -0.36670 -0.13187
N 0.11823 -1.47166 0.05405
C 1.10780 1.60684 -0.03992
C 2.04834 0.86308 0.05972
C -0.88362 -0.89988 -0.03380
H 2.83641 0.14682 0.15187
H -2.38931 0.19932 0.66558
H -2.29268 0.11518 -1.00684
H 0.28544 2.28150 -0.13016
*
```

The largest force on an atom is 1.12 eV/A. The relative energy (zero: lowest compared OMol25 entry of this formula, charge and spin) comes out at 5.809 eV. The LUMO energy comes out at 0.412 eV. The value obtained for the HOMO-LUMO gap is 9.20 eV.



What is the relative energy (zero: lowest compared OMol25 entry of this formula, charge and spin) in the second record?
0.000 eV



Number 4 is which compound?
C3H4N2O



relative energy (zero: lowest compared OMol25 entry of this formula, charge and spin) of number 4 (C3H4N2O)?
5.809 eV